The following is a quantum chemistry calculation of C24H32N2O2 in the gas phase, from OMol25.

Geometry (Å):
C 1.11029 -0.52509 -3.92516
C 1.58143 0.70710 -3.86494
C 1.17041 1.70081 -2.82635
C 2.14088 1.75971 -1.62567
C 1.62400 2.79437 -0.60594
C 1.58469 4.18027 -1.16571
C 0.48156 4.89359 -1.29258
C 3.58426 2.06714 -2.05770
C 4.25879 0.70430 -2.16079
C 3.59959 -0.07469 -1.02859
N 2.24483 0.43709 -0.98578
C 1.17602 -0.18445 -0.45234
O 0.05433 0.29229 -0.47947
C 1.43025 -1.54910 0.20207
C 2.30110 -1.40834 1.46624
C 1.70061 -2.17664 2.64501
C 0.29371 -1.66814 2.90182
O -0.09554 -1.28470 3.98786
N -0.46068 -1.65676 1.78411
C -1.80148 -1.12104 1.80468
C -2.86287 -2.23229 1.79930
C -4.23538 -1.63582 1.90825
C -4.98500 -1.36043 0.77245
C -6.23862 -0.78385 0.87767
C -6.75657 -0.47146 2.12252
C -6.01349 -0.73608 3.26069
C -4.76108 -1.31280 3.15312
C 0.07464 -2.18708 0.55712
H 1.42912 -1.22725 -4.67758
H 0.37342 -0.87752 -3.22222
H 2.31117 1.04445 -4.59076
H 1.11806 2.70131 -3.25914
H 0.18732 1.43724 -2.43735
H 0.62631 2.49834 -0.28310
H 2.28715 2.77450 0.26489
H 2.53741 4.59600 -1.46844
H 0.48976 5.89386 -1.69154
H -0.47823 4.50413 -0.99632
H 3.61497 2.62014 -2.99356
H 4.08124 2.66107 -1.28897
H 5.33952 0.76034 -2.04479
H 4.03069 0.23335 -3.11607
H 3.61478 -1.14954 -1.21198
H 4.11219 0.12808 -0.08028
H 1.91807 -2.19989 -0.53051
H 2.36630 -0.35533 1.75070
H 3.31354 -1.76968 1.27929
H 2.29565 -2.02267 3.54519
H 1.67212 -3.24684 2.42876
H -1.92872 -0.46142 0.94222
H -1.89538 -0.53545 2.72190
H -2.77751 -2.81555 0.87965
H -2.67283 -2.89202 2.64857
H -4.58561 -1.60274 -0.20245
H -6.81306 -0.57853 -0.01421
H -7.73600 -0.02351 2.20571
H -6.41221 -0.49291 4.23491
H -4.18207 -1.51776 4.04203
H 0.19963 -3.27511 0.63553
H -0.63747 -1.97698 -0.24195

Computed properties:
LUMO, eV: 0.56
Frontier orbital gap, eV: 9.27
Calculated total energy, Eh: -1193.72817
Largest force on an atom, eV Å⁻¹: 0.68
Structure (SMILES): C=CCC1(CC=C)CCCN1C(=O)[C@H]1CCC(=O)N(CCc2ccccc2)C1
Spin multiplicity: 1
E_HOMO, eV: -8.71

natural (NBO) atomic charges, in units of e:
1 C -0.402
2 C -0.170
3 C -0.478
4 C 0.183
5 C -0.454
6 C -0.178
7 C -0.384
8 C -0.416
9 C -0.410
10 C -0.206
11 N -0.463
12 C 0.722
13 O -0.659
14 C -0.314
15 C -0.395
16 C -0.486
17 C 0.681
18 O -0.634
19 N -0.441
20 C -0.214
21 C -0.449
22 C 0.082
23 C -0.247
24 C -0.204
25 C -0.227
26 C -0.191
27 C -0.249
28 C -0.210
29 H 0.197
30 H 0.193
31 H 0.192
32 H 0.227
33 H 0.248
34 H 0.245
35 H 0.210
36 H 0.191
37 H 0.197
38 H 0.194
39 H 0.222
40 H 0.208
41 H 0.218
42 H 0.216
43 H 0.209
44 H 0.189
45 H 0.222
46 H 0.213
47 H 0.216
48 H 0.239
49 H 0.214
50 H 0.219
51 H 0.238
52 H 0.201
53 H 0.216
54 H 0.207
55 H 0.210
56 H 0.211
57 H 0.210
58 H 0.215
59 H 0.191
60 H 0.236

The following is a quantum chemistry calculation of a molecular structure, C24H32N2O5PdS2Sb in a non-equilibrium geometry, from OMol25.

Geometry (Å):
Pd 0.08890 -1.09943 -0.80759
O 3.27427 -1.67491 2.12098
S 2.02557 -1.19460 1.58199
O 2.25020 0.33624 1.11286
O 1.66512 -2.00270 0.26908
O 0.89878 -1.15782 2.48819
N -2.34462 -0.30833 1.45046
C -3.64854 -1.04539 1.30386
C -3.70084 -1.87474 0.02983
N -3.06404 -1.20387 -1.13727
H -2.50746 0.69828 1.53560
H -1.78348 -0.38962 0.54099
H -1.79594 -0.68813 2.27737
H -4.45059 -0.28745 1.36912
H -3.80075 -1.69849 2.17322
H -4.78509 -2.03193 -0.16730
H -3.29822 -2.87365 0.25459
H -2.23220 -1.70875 -1.44764
H -3.73783 -1.19369 -1.91232
C -2.96893 3.41833 -2.70898
C -2.57385 3.97253 -1.51415
C -1.53679 3.42314 -0.77792
C -0.85766 2.26636 -1.26409
C -1.26150 1.73801 -2.47439
C -2.31419 2.29702 -3.22143
Sb 0.84960 1.25484 -0.21685
C 0.71121 2.48925 1.59338
C 0.32964 1.79962 2.73747
C 0.15606 2.48064 3.96058
C 0.48174 3.80306 4.08031
C 0.87421 4.54001 2.94173
C 0.98738 3.84222 1.72176
C 2.70837 2.01078 -1.12331
C 3.67515 2.67385 -0.34719
C 4.66128 3.49083 -0.94558
C 4.66003 3.62693 -2.34084
C 3.69855 2.95792 -3.11479
C 2.77348 2.09641 -2.50239
H -3.80336 3.84357 -3.25726
H -3.07541 4.84573 -1.14135
H -1.20515 3.83849 0.18481
H -0.71023 0.88045 -2.88732
H -2.55759 1.83113 -4.21174
H 0.18620 0.68942 2.72151
H -0.10446 1.89693 4.85124
H 0.45180 4.30192 5.05330
H 1.17616 5.58067 2.98511
H 1.36158 4.40967 0.88446
H 3.68057 2.54858 0.73588
H 5.47711 3.96504 -0.33548
H 5.41463 4.30158 -2.81681
H 3.70466 3.06794 -4.19977
H 2.04011 1.51702 -3.08421
O -0.65094 -3.12536 -0.99792
S -0.15218 -4.19849 0.02268
C 1.36032 -4.94900 -0.57780
C 1.29285 -6.44055 -0.14539
C -0.14438 -6.78711 0.38802
C -1.09152 -5.78616 -0.21177
H 2.16945 -4.38227 -0.10609
H 1.40384 -4.84268 -1.66464
H 2.06743 -6.62395 0.62567
H 1.51030 -7.05890 -1.03715
H -0.18143 -6.71176 1.47894
H -0.39719 -7.81761 0.08965
H -1.99549 -5.65082 0.39192
H -1.33462 -5.92626 -1.25791

Computed properties:
Net charge: -1
LUMO, eV: 2.03
Frontier orbital gap, eV: 3.88
Calculated total energy, Eh: -2583.84696
Largest force on an atom, eV Å⁻¹: 4.54
Spin multiplicity: 1
E_HOMO, eV: -1.85

natural (NBO) atomic charges, in units of e:
1 Pd -0.064
2 O -1.004
3 S 2.569
4 O -1.108
5 O -1.142
6 O -1.066
7 N -0.762
8 C -0.228
9 C -0.244
10 N -0.856
11 H 0.437
12 H 0.466
13 H 0.462
14 H 0.200
15 H 0.203
16 H 0.191
17 H 0.191
18 H 0.414
19 H 0.360
20 C -0.239
21 C -0.248
22 C -0.283
23 C -0.295
24 C -0.274
25 C -0.232
26 Sb 1.329
27 C -0.248
28 C -0.277
29 C -0.230
30 C -0.238
31 C -0.232
32 C -0.275
33 C -0.211
34 C -0.259
35 C -0.218
36 C -0.241
37 C -0.230
38 C -0.263
39 H 0.191
40 H 0.192
41 H 0.209
42 H 0.218
43 H 0.196
44 H 0.259
45 H 0.198
46 H 0.195
47 H 0.201
48 H 0.208
49 H 0.233
50 H 0.203
51 H 0.197
52 H 0.200
53 H 0.215
54 O -1.000
55 S 1.248
56 C -0.624
57 C -0.411
58 C -0.429
59 C -0.585
60 H 0.294
61 H 0.235
62 H 0.223
63 H 0.207
64 H 0.214
65 H 0.216
66 H 0.219
67 H 0.222

The following is a quantum chemistry calculation of C24H32N4OS in the gas phase, from OMol25.

Geometry (Å):
C -6.78572 -0.99539 -0.90909
N -6.02593 -1.45278 0.23244
C -5.31916 -2.68275 -0.04985
C -5.20850 -0.43095 0.84988
C -4.05859 0.13793 0.00146
C -3.26025 1.17130 0.79474
N -2.15890 1.73235 0.04104
C -1.00619 1.02592 -0.10008
N -0.85999 -0.05115 0.61863
C 0.33172 -0.66107 0.54814
S 0.73779 -2.02658 1.52103
C 2.33815 -2.08179 0.81119
C 2.53000 -1.11704 -0.12391
C 1.37541 -0.29140 -0.28782
C 1.19694 0.85167 -1.13377
O 1.98758 1.28391 -1.95394
N -0.04508 1.51044 -0.94870
C -0.12079 2.85389 -1.49612
C 0.09701 3.89797 -0.38384
C 1.28026 3.46499 0.43987
C 2.57332 3.66258 -0.02582
C 3.65316 3.13391 0.65695
C 3.45253 2.39732 1.81186
C 2.16895 2.21174 2.29415
C 1.08965 2.74564 1.61273
C 3.80595 -0.94744 -0.88490
C 4.17831 -2.19247 -1.69477
C 4.76048 -3.33078 -0.85743
C 3.76365 -4.01378 0.07746
C 3.30776 -3.12787 1.24214
H -7.30370 -0.07315 -0.65042
H -6.17076 -0.81820 -1.80495
H -7.53049 -1.75198 -1.15649
H -4.75818 -2.98490 0.83228
H -4.62497 -2.60452 -0.89987
H -6.05030 -3.45803 -0.27984
H -4.78819 -0.85983 1.76372
H -5.87570 0.38727 1.13980
H -3.38174 -0.66652 -0.28868
H -4.46015 0.60145 -0.90334
H -3.90572 1.99889 1.10127
H -2.83265 0.69856 1.67976
H -2.41958 2.33779 -0.72178
H -1.06382 3.01460 -2.02636
H 0.69781 2.91408 -2.21902
H 0.27569 4.86889 -0.84813
H -0.79030 3.96580 0.24802
H 2.73304 4.21626 -0.93943
H 4.65285 3.28370 0.27718
H 4.29443 1.96812 2.33488
H 2.00380 1.63902 3.19509
H 0.08771 2.58759 1.98816
H 3.68469 -0.09898 -1.55756
H 4.61602 -0.71635 -0.18660
H 3.29713 -2.54757 -2.23332
H 4.92491 -1.90351 -2.43828
H 5.59839 -2.94862 -0.26838
H 5.15932 -4.08688 -1.53929
H 2.88954 -4.33726 -0.49144
H 4.23936 -4.90571 0.49259
H 2.83663 -3.74801 2.00675
H 4.18545 -2.65033 1.69001

Computed properties:
LUMO, eV: 0.60
Frontier orbital gap, eV: 8.04
Calculated total energy, Eh: -1626.23407
Largest force on an atom, eV Å⁻¹: 0.70
Structure (SMILES): CN(C)CCCNc1nc2sc3c(c2c(=O)n1CCc1ccccc1)CCCCC3
Spin multiplicity: 1
E_HOMO, eV: -7.44

natural (NBO) atomic charges, in units of e:
1 C -0.412
2 N -0.435
3 C -0.413
4 C -0.205
5 C -0.441
6 C -0.213
7 N -0.598
8 C 0.632
9 N -0.579
10 C 0.080
11 S 0.414
12 C -0.172
13 C -0.012
14 C -0.267
15 C 0.683
16 O -0.634
17 N -0.447
18 C -0.227
19 C -0.453
20 C 0.064
21 C -0.230
22 C -0.200
23 C -0.220
24 C -0.195
25 C -0.255
26 C -0.446
27 C -0.383
28 C -0.393
29 C -0.384
30 C -0.441
31 H 0.197
32 H 0.160
33 H 0.200
34 H 0.202
35 H 0.163
36 H 0.199
37 H 0.195
38 H 0.187
39 H 0.218
40 H 0.191
41 H 0.194
42 H 0.231
43 H 0.390
44 H 0.191
45 H 0.264
46 H 0.222
47 H 0.216
48 H 0.211
49 H 0.213
50 H 0.213
51 H 0.215
52 H 0.213
53 H 0.259
54 H 0.205
55 H 0.199
56 H 0.205
57 H 0.190
58 H 0.206
59 H 0.201
60 H 0.204
61 H 0.217
62 H 0.213

Across the entries above, ΔE to the lowest compared entry with this formula, charge and spin takes the values 1.899, 1.912, 0.764 eV, respectively.